# 1
The following is a DFT calculation (ωB97M-V with the def2-TZVPD basis set) of a molecular structure, C36H40O3P2PdS at a distorted geometry.

**Lowest unoccupied orbital energy (spin up / spin down)**: -0.208 / -0.348 Ha
**Expectation value of S²**: 6.028
**Charge**: +2
**2S+1**: 5
**HOMO level (spin up / spin down)**: -12.564 / -13.392 eV
**Max |F|**: 3.62 eV/Å

Last column: Mulliken spin population.
Element x y z (Å)
Pd (2.0733, 2.1092, -0.9267)  0.5811
S (2.2999, -3.4914, 1.2228)  -0.0877
P (-1.5866, -1.2890, -1.4094)  -0.0349
P (-0.5084, -0.5756, 1.9841)  0.2252
O (3.6333, -3.1833, 1.7495)  0.4281
O (1.1996, -3.2951, 2.1855)  0.3809
O (2.0348, -2.8920, -0.0988)  0.2949
C (0.7762, -1.4474, -2.8750)  0.0078
C (3.6193, -0.2467, 1.8146)  0.0387
C (-1.7129, -1.7371, 5.5539)  0.0141
C (-0.0992, 4.0578, -1.1853)  0.0209
C (2.6298, 4.9935, -0.3537)  0.0171
C (-1.0505, -1.5898, 4.3432)  0.0418
C (2.7358, 4.8110, -1.8975)  -0.0025
C (2.4634, 3.7067, 0.4210)  0.0257
C (1.2390, 3.0922, 0.7251)  0.0765
C (-0.9499, -0.0070, -3.7762)  0.0093
C (-4.3321, -2.1068, -1.5062)  0.0052
C (-2.5729, -0.7250, 6.0100)  -0.0025
C (-3.1450, -2.2020, -3.6111)  -0.0026
C (-0.0865, 3.6593, 0.3093)  -0.0134
C (3.0019, 0.5271, 4.0078)  0.0076
C (1.6384, -1.0134, -3.8750)  -0.0099
C (-5.5245, -2.4233, -2.1731)  -0.0021
C (2.3393, -5.2513, 0.9251)  -0.0129
C (-0.5167, -0.9192, -2.8028)  0.0596
C (-2.0483, 0.6429, 4.0698)  -0.0048
C (-2.6937, 0.4777, 5.3015)  0.0031
C (2.2846, -0.1582, 1.4126)  0.0420
C (3.9767, 0.0470, 3.1292)  0.0045
C (1.2496, 0.1149, 2.3423)  0.0978
C (-1.2525, -0.4123, 3.5897)  0.0051
C (-5.5375, -2.5764, -3.5671)  0.0021
C (-3.1454, -1.8687, -2.2401)  0.0576
C (1.6534, 0.5386, 3.6269)  0.0113
C (2.1360, 3.5110, -2.3889)  0.0452
C (-1.0825, -2.7883, -0.5705)  0.0928
C (1.1922, -0.1593, -4.8789)  0.0169
C (-1.6872, 0.1935, -0.4478)  0.5203
C (-0.1016, 0.3569, -4.8190)  -0.0013
C (-4.3365, -2.4981, -4.2815)  0.0036
C (-1.7340, 0.2342, 0.9368)  0.7014
C (0.7861, 3.1881, -2.0567)  0.0457
H (-0.8662, 2.9122, 0.5309)  0.0245
H (3.2213, -5.4802, 0.3242)  0.0006
H (-1.5819, -2.6513, 6.1329)  0.0001
H (-3.1607, -0.8824, 6.9164)  0.0000
H (1.2178, 2.4533, 1.6108)  0.0374
H (-1.1421, 3.9677, -1.5321)  -0.0042
H (3.5896, 5.4300, -0.0393)  0.0003
H (3.7831, 4.8670, -2.2279)  0.0000
H (-6.4543, -2.5441, -1.6069)  -0.0001
H (-1.7175, 1.1297, -1.0068)  0.0847
H (-3.3310, 1.2787, 5.6819)  0.0006
H (-1.6139, -3.6260, -1.0526)  0.0022
H (-2.2168, -2.2003, -4.1915)  0.0018
H (1.4290, -5.5332, 0.3956)  -0.0002
H (2.3876, -5.7627, 1.8876)  0.0010
H (0.8964, 0.8309, 4.3578)  0.0047
H (-4.3270, -2.0262, -0.4140)  0.0009
H (-2.6526, 0.6279, 1.4124)  0.0469
H (0.2286, 2.4875, -2.6959)  0.0564
H (-1.9641, 0.3904, -3.7442)  -0.0026
H (2.0391, -0.3411, 0.3657)  -0.0146
H (-1.3431, -2.7703, 0.4944)  -0.0118
H (4.3933, -0.5417, 1.1043)  0.0010
H (3.3226, 3.4399, 1.0516)  0.0218
H (-6.4743, -2.7811, -4.0916)  0.0001
H (2.5509, 3.0562, -3.3037)  0.0409
H (-2.1779, 1.5412, 3.4638)  0.0046
H (-0.0092, -3.0020, -0.6359)  -0.0215
H (-4.3289, -2.6595, -5.3631)  0.0003
H (-0.4149, -2.3817, 3.9283)  -0.0021
H (1.8700, 5.7397, -0.0738)  0.0034
H (5.0094, -0.0963, 3.4589)  0.0002
H (-0.3118, 4.5259, 0.9485)  0.0019
H (0.1852, 5.1105, -1.2703)  0.0036
H (2.2395, 5.6489, -2.4159)  0.0059
H (3.2903, 0.8526, 5.0107)  0.0009
H (-0.4562, 1.0338, -5.5946)  0.0009
H (2.6692, -1.3546, -3.8677)  -0.0041
H (1.8432, 0.0911, -5.7149)  0.0019
H (1.1197, -2.1851, -2.1536)  0.0019

# 2
The following is a DFT calculation (ωB97M-V with the def2-TZVPD basis set) of a molecular structure, C9H32B2O3Rb3 at a distorted geometry.

**Lowest unoccupied orbital energy**: -0.150 Ha
**Charge**: +1
**HOMO level**: -7.705 eV
**Max |F|**: 4.93 eV/Å

Last column: natural (NBO) charge in e.
Element x y z (Å)
Rb (-17.1184, 0.9326, 10.8583)  0.9985
Rb (-16.0199, 5.8897, 14.4092)  0.9921
Rb (-22.7923, 5.2970, 17.9595)  0.9970
O (-24.0078, 11.0688, 15.1282)  -0.7199
O (-22.1447, 1.8516, 9.6432)  -0.7336
O (-26.8545, 2.2275, 15.0856)  -0.7094
C (-22.8033, 10.2307, 13.2752)  -0.6422
C (-24.1570, 10.6405, 13.7653)  0.0897
C (-24.4769, 1.5444, 9.1029)  -0.6540
C (-27.4348, 0.0237, 15.2855)  -0.6499
C (-27.5920, 1.5935, 17.3071)  -0.6250
C (-23.2182, 3.7482, 8.6660)  -0.6383
C (-26.7585, 1.1732, 16.0310)  0.0936
C (-24.6184, 11.8721, 12.9422)  -0.6494
C (-23.1653, 2.1912, 8.6797)  0.0931
B (-14.7488, 4.1270, 19.2490)  -0.8365
B (-20.0075, 3.3671, 14.6302)  -0.8491
H (-15.0466, 3.2248, 19.7606)  -0.0263
H (-25.6449, 12.1160, 13.2157)  0.2211
H (-14.2666, 4.7494, 19.9867)  -0.0159
H (-23.3729, 3.9902, 7.6145)  0.2088
H (-26.9109, -0.1153, 14.3398)  0.1966
H (-22.8785, 1.8841, 7.6740)  0.1787
H (-20.5218, 3.8472, 13.8121)  -0.0347
H (-27.5248, -0.9235, 15.8173)  0.2271
H (-22.2858, 4.2115, 8.9888)  0.2184
H (-28.4829, 0.2537, 15.0936)  0.2204
H (-19.2471, 2.6931, 14.2672)  -0.0530
H (-22.4603, 9.4017, 13.8942)  0.2047
H (-21.9694, 10.9288, 13.3474)  0.2078
H (-28.6082, 1.9328, 17.1063)  0.2161
H (-24.0780, 4.1609, 9.1937)  0.2091
H (-20.7432, 2.8787, 15.2504)  -0.0147
H (-24.4504, 0.4793, 8.8725)  0.2189
H (-27.1730, 2.3908, 17.9210)  0.1991
H (-19.6149, 4.0875, 15.3311)  -0.0436
H (-15.5625, 4.7511, 18.9133)  -0.0558
H (-26.9305, 1.6756, 14.3039)  0.4656
H (-22.5730, 2.0060, 10.4884)  0.4654
H (-27.6262, 0.6999, 17.9304)  0.2068
H (-24.9316, 9.8822, 13.6505)  0.1841
H (-25.4175, 1.8296, 8.6317)  0.2272
H (-24.2641, 12.8428, 13.2890)  0.2191
H (-25.7898, 0.8886, 16.4417)  0.1593
H (-22.8639, 10.0209, 12.2073)  0.2171
H (-24.4670, 11.7252, 11.8728)  0.2078
H (-23.1776, 11.5508, 15.1363)  0.4607
H (-14.1843, 3.9922, 18.3394)  -0.0590
H (-24.6603, 1.4902, 10.1760)  0.2066

# 3
The following is a DFT calculation (ωB97M-V with the def2-TZVPD basis set) of a molecular structure, C25H30Cl2MnN16O3S.

**Lowest unoccupied orbital energy**: -0.178 Ha
**Expectation value of S²**: 0.805
**Charge**: +2
**2S+1**: 2
**HOMO level**: -12.396 eV
**Max |F|**: 0.71 eV/Å

Last column: Mulliken spin population.
Element x y z (Å)
Mn (1.5638, 0.2649, -1.1781)  1.0641
Cl (5.4954, 0.5501, -2.1215)  -0.0002
Cl (6.1775, 2.5861, -0.1364)  0.0000
S (1.6142, 0.7861, -3.6108)  0.0048
O (-1.6681, 2.6440, 0.0354)  -0.0009
O (-3.1708, -0.1934, 2.9211)  0.0000
O (-0.9229, 0.7034, 0.5761)  -0.0026
N (0.3437, 1.9241, -0.7316)  -0.0267
N (-4.2280, 1.3405, 4.0795)  0.0000
N (-2.2168, -1.1352, -2.4777)  0.0006
N (3.3079, -2.3122, -1.4191)  -0.0044
N (2.0083, 3.2449, -1.4919)  -0.0016
N (2.0568, 0.2153, 0.8413)  -0.0170
N (-1.9549, -2.1044, -1.5850)  -0.0005
N (-0.8334, 1.7603, -0.0066)  0.0094
N (2.8669, 2.1352, -1.3846)  -0.0044
N (-0.1557, -0.8857, -1.6435)  -0.0179
N (1.1520, -0.7984, -5.6562)  -0.0014
N (1.9791, -0.1690, 2.9792)  0.0006
N (-5.0880, 0.8585, 3.0983)  0.0000
N (-0.0155, 4.2546, -1.1301)  0.0011
N (3.0612, -1.2930, -4.5084)  -0.0007
N (2.6875, 0.9666, 2.8520)  0.0000
C (-3.0187, -3.0408, -1.2067)  0.0001
C (1.3835, -1.8041, -6.6851)  0.0003
C (-1.1249, -0.4200, -2.4866)  0.0080
C (-1.7412, 1.5919, 5.8064)  -0.0001
C (0.4455, 0.1407, 4.8666)  0.0001
C (-3.1223, 0.7003, 3.9375)  0.0002
C (-5.4386, -2.3746, -0.9308)  -0.0002
C (-3.8182, -1.5579, 0.6324)  0.0004
C (0.7150, 3.1532, -1.1059)  0.0013
C (-0.7351, -1.9410, -1.0812)  0.0004
C (-6.1264, -0.9050, 0.8503)  0.0000
C (1.6001, -0.6050, 1.7838)  0.0213
C (-0.5259, 1.6515, 6.4668)  0.0000
C (-4.4293, -0.0324, 2.4457)  0.0000
C (-6.4344, -1.6748, -0.2583)  0.0000
C (-1.8630, 0.7981, 4.6688)  0.0000
C (2.6638, -1.3497, -1.4017)  -0.0444
C (6.5461, 0.9696, -0.7361)  0.0000
C (-4.1269, -2.3179, -0.4830)  -0.0003
C (2.7128, 1.1699, 1.5640)  0.0108
C (-4.8084, -0.8464, 1.2953)  0.0003
C (1.6112, -0.6429, 4.3195)  0.0004
C (-0.7713, 0.0749, 4.2081)  -0.0002
C (1.9688, -0.5446, -4.6491)  -0.0014
C (0.5693, 0.9328, 5.9990)  -0.0003
H (0.5378, -1.8013, -7.3650)  0.0000
H (0.3529, -0.1899, -5.7377)  0.0006
H (3.7408, -1.0320, -3.8171)  -0.0005
H (-3.3852, -3.5038, -2.1205)  -0.0001
H (-2.7962, -1.4912, 0.9855)  -0.0004
H (1.5174, 0.9928, 6.5190)  0.0000
H (-5.6883, -2.9590, -1.8079)  0.0000
H (-0.9781, 4.1970, -0.8292)  0.0000
H (3.8653, -3.1430, -1.4156)  -0.0001
H (3.2554, 1.9388, -2.3034)  -0.0009
H (-0.8849, -0.5421, 3.3250)  -0.0002
H (-1.0000, 0.4419, -3.1171)  0.0004
H (-2.5558, -3.8112, -0.5891)  -0.0001
H (-0.3058, -2.5917, -0.3376)  0.0003
H (1.4593, -2.7987, -6.2435)  -0.0002
H (1.3824, -1.7051, 4.2320)  0.0001
H (-0.4264, 2.2623, 7.3535)  0.0000
H (2.4957, -0.5277, 4.9412)  -0.0001
H (0.4043, 5.1502, -1.3171)  0.0000
H (-7.4559, -1.7265, -0.6092)  0.0000
H (2.2856, -1.5788, -7.2564)  -0.0001
H (1.0066, -1.4898, 1.6282)  0.0001
H (7.5724, 0.9339, -1.0792)  0.0000
H (6.3530, 0.2549, 0.0540)  0.0000
H (-2.5991, 2.1467, 6.1618)  0.0000
H (2.3500, 4.0780, -1.9455)  0.0000
H (3.2380, 2.0088, 1.1469)  0.0001
H (-6.8908, -0.3485, 1.3756)  0.0000
H (3.6452, 2.3641, -0.7703)  0.0018
H (3.3129, -1.9979, -5.1826)  0.0002

# 4
The following is a DFT calculation (ωB97M-V with the def2-TZVPD basis set) of 3 unconnected molecules or ions with the total composition C15H38O9P3 at a distorted geometry.

**Lowest unoccupied orbital energy**: -0.134 Ha
**Charge**: +1
**HOMO level**: -11.055 eV
**Max |F|**: 7.75 eV/Å

Last column: natural (NBO) charge in e.
Element x y z (Å)
P (8.6023, -2.6732, 5.3617)  0.7883
P (0.2589, 0.0060, 2.4316)  2.4047
P (-3.6086, 2.0644, -5.3212)  2.4040
O (-3.8854, 0.8476, -6.3831)  -0.8181
O (-3.8238, 3.2437, -6.2156)  -0.9751
O (-3.7795, 0.9410, -4.0901)  -0.7169
O (6.0393, -2.5770, 6.5466)  -0.5293
O (0.0536, 1.1898, 1.5428)  -0.9697
O (-1.9733, 1.9909, -5.2377)  -0.7939
O (0.0183, -1.2052, 1.3574)  -0.8198
O (0.0808, -1.1258, 3.6522)  -0.7219
O (1.8983, -0.0515, 2.5435)  -0.7988
C (0.3946, -0.6748, -0.9815)  -0.6334
C (-6.2233, 1.0851, -3.9239)  -0.6464
C (6.1558, -3.7264, 5.7401)  0.0533
C (-1.4541, 2.8273, -3.0058)  -0.6311
C (7.2288, -3.5923, 4.5721)  -0.7437
C (4.9150, -2.8122, 5.5415)  -0.1140
C (-3.5502, 1.3579, -8.7319)  -0.6326
C (2.3775, 0.7677, 4.7892)  -0.6319
C (-4.5490, 1.0855, -7.6244)  -0.0598
C (-1.0526, -0.9549, 4.5262)  -0.0769
C (2.5662, 0.9548, 3.2933)  -0.0689
C (-1.2845, 2.9989, -4.5054)  -0.0706
C (-0.6232, -0.9663, 0.1027)  -0.0614
C (-2.3682, -1.0106, 3.7744)  -0.6471
C (-4.8923, 1.1291, -3.1976)  -0.0757
H (9.8005, -3.3471, 5.0409)  0.0754
H (-4.7761, 2.0804, -2.6691)  0.1689
H (4.9991, -2.2055, 4.6390)  0.1942
H (-2.4630, -0.1677, 3.0804)  0.2082
H (-7.0498, 1.1399, -3.2145)  0.2241
H (-0.1015, -0.3588, -1.9005)  0.2168
H (5.9908, -4.7198, 6.1789)  0.2280
H (-2.4840, 3.0451, -2.7053)  0.1907
H (7.4737, -4.6092, 4.2524)  0.2934
H (-1.1763, -1.8722, -0.1518)  0.1812
H (3.6271, 0.8774, 3.0478)  0.1734
H (-1.0104, -1.7554, 5.2645)  0.1958
H (-0.2290, 2.9109, -4.7649)  0.1860
H (2.5958, -0.2616, 5.0784)  0.2016
H (8.6248, -1.3446, 4.8910)  0.0968
H (3.0243, 1.4437, 5.3503)  0.2165
H (-4.0613, 1.6738, -9.6428)  0.2107
H (1.1016, 0.0995, -0.6829)  0.2186
H (-1.2404, 1.8009, -2.7069)  0.2150
H (-4.8453, 0.3314, -2.4561)  0.1930
H (4.1853, -2.6931, 6.3392)  0.2611
H (0.9849, -1.5680, -1.1959)  0.2057
H (-2.9751, 0.4562, -8.9515)  0.2060
H (-0.9578, -0.0052, 5.0611)  0.1698
H (-2.4372, -1.9243, 3.1840)  0.2283
H (-5.2700, 1.8974, -7.5286)  0.1852
H (2.2274, 1.9467, 2.9799)  0.1918
H (-0.7950, 3.5031, -2.4597)  0.2181
H (-1.3555, -0.1633, 0.1892)  0.1861
H (1.3437, 0.9736, 5.0801)  0.2023
H (-5.1174, 0.1837, -7.8610)  0.1769
H (-2.8312, 2.1266, -8.4490)  0.2218
H (-6.3217, 1.9254, -4.6201)  0.2086
H (-3.2085, -0.9688, 4.4678)  0.2298
H (-6.3141, 0.1693, -4.5081)  0.2272
H (6.6580, -3.0069, 3.8445)  0.2883
H (8.4827, -2.7242, 6.7652)  0.1071
H (-1.6205, 3.9909, -4.8229)  0.1838

What is the formula in the second record? C9H32B2O3Rb3